13
Properties=species:S:1:pos:R:3:forces:R:3 method="wB97M-V/def2-TZVPD" e_above_lowest_ev=4.3493 fmax_ev_per_a=2.58 homo_lumo_gap_ev=10.915
H -0.543 1.243 1.508 0.016 0.029 0.016
C 1.219 0.625 0.426 -0.081 -0.018 -0.168
O 0.191 -0.984 -0.890 0.317 -0.970 -0.494
O -1.234 -2.641 -1.207 -0.870 0.681 -0.197
H 1.798 0.903 -0.460 -0.037 -0.035 0.049
H 0.044 -2.121 -1.184 0.813 2.237 0.985
H 0.325 2.562 0.692 -0.001 -0.032 0.021
C 0.008 1.521 0.610 0.054 -0.158 -0.061
H -0.666 1.434 -0.241 0.014 0.026 -0.004
H 1.878 0.654 1.299 -0.051 -0.013 -0.074
C -1.579 -1.557 -0.734 -0.211 -1.666 0.699
O 0.890 -0.765 0.350 -0.241 -0.375 -0.261
O -2.331 -0.875 -0.169 0.279 0.294 -0.512



71
Properties=species:S:1:pos:R:3:forces:R:3 method="wB97M-V/def2-TZVPD" e_above_lowest_ev=3.3530 s_squared=0.988 total_charge=+3 fmax_ev_per_a=2.85 spin_multiplicity=2 homo_lumo_gap_ev="5.549 / 5.516"
H 2.355 -1.498 -0.029 0.056 0.274 -0.181
H 5.684 5.408 -0.170 0.103 0.093 0.013
C 4.798 4.796 -0.125 0.034 -0.039 0.033
C 3.233 3.496 1.157 -0.337 -0.223 -0.205
C 4.971 0.902 -1.739 -0.448 -0.068 0.896
H -0.831 -4.968 3.078 -0.056 -0.076 0.086
C -1.340 -1.072 -1.496 -0.289 -0.257 -0.369
H -5.579 -2.686 3.487 -0.049 0.008 0.097
H 5.213 1.846 -1.242 0.035 -0.027 -0.161
H -1.829 -0.854 1.644 -0.028 -0.094 0.107
N -2.764 -1.836 -0.016 0.721 0.546 -0.286
H 3.291 1.523 0.173 -0.001 -0.303 -0.107
H -2.995 -2.397 -2.087 -0.106 -0.036 -0.050
H -3.939 4.655 0.153 -0.089 0.129 0.010
C -6.119 -3.697 1.672 0.578 0.268 -0.289
C -1.847 -1.056 0.590 0.002 0.059 0.279
Cr 0.628 0.662 -0.144 0.004 -1.481 -0.646
C -0.917 3.144 0.047 -2.444 -0.458 -0.197
C 4.054 4.570 -1.274 0.054 0.003 0.006
C -5.321 -2.864 2.456 -0.017 -0.108 -0.233
C -5.781 -3.940 0.341 0.074 0.139 0.248
C 1.309 -1.451 -0.320 0.562 -0.711 0.186
H 4.932 4.481 1.990 0.074 0.017 0.108
H -2.772 0.786 -1.218 0.089 -0.109 0.125
C -2.444 -1.852 -1.347 0.293 0.140 -0.346
H 5.554 0.105 -1.271 0.038 0.067 -0.154
C 0.656 -2.414 0.578 -0.226 -0.598 0.635
H 2.274 3.686 -2.090 -0.075 0.008 -0.116
C -7.274 -4.299 2.226 -0.068 -0.062 0.038
N 1.249 2.529 0.032 -1.492 2.395 0.396
H 1.220 -1.778 -1.358 -0.107 0.378 -0.155
C 2.502 3.247 -0.003 0.992 0.768 0.092
H -0.813 -0.824 -2.399 0.037 -0.082 -0.144
C 3.460 0.615 -1.626 0.218 -0.034 -0.397
H 3.409 -0.085 0.299 -0.226 0.004 -0.152
H 6.385 1.179 -3.265 -0.270 -0.024 -0.013
N -0.966 -0.584 -0.277 -0.665 -0.357 0.006
N 5.372 1.007 -3.169 0.135 -0.033 -0.397
C -0.497 -4.490 1.016 -0.045 -0.086 0.301
C 0.183 -3.092 2.854 -0.134 -0.143 0.101
H 4.874 1.779 -3.635 0.223 -0.214 0.037
N -1.224 1.908 -0.415 0.301 0.900 0.179
H 2.918 1.385 -2.184 0.013 -0.119 -0.084
H 0.252 -2.917 3.915 0.018 0.034 0.158
C -0.431 -4.248 2.382 0.041 0.097 -0.119
C -4.662 -3.342 -0.202 0.315 0.222 0.040
C 0.028 -3.579 0.119 0.355 0.494 -0.056
H 2.880 3.115 2.104 -0.014 -0.047 0.154
H -0.933 -5.408 0.656 -0.091 -0.091 -0.054
C -3.493 2.670 -0.557 0.088 0.652 0.220
N -8.207 -4.791 2.666 -0.588 -0.295 0.290
H 5.159 0.135 -3.673 0.121 0.254 -0.007
N 0.373 3.434 0.223 2.500 0.429 0.125
C 0.728 -2.193 1.962 0.065 0.033 -0.490
C -4.208 -2.262 1.906 0.201 0.052 -0.333
C -3.874 -2.489 0.571 -1.065 -0.574 0.590
H 0.005 -3.796 -0.938 -0.033 0.005 -0.149
H -6.392 -4.589 -0.266 -0.067 -0.065 -0.011
H 3.240 -0.364 -2.058 -0.080 0.034 -0.017
C -3.176 3.914 -0.016 -0.376 -0.574 -0.268
H 4.348 5.029 -2.206 0.002 0.069 -0.088
N 2.961 0.649 -0.252 0.288 -0.106 0.483
H -4.504 2.436 -0.842 -0.173 -0.062 -0.069
C -1.852 4.168 0.259 0.944 -0.463 0.018
C -2.503 1.721 -0.749 0.115 -0.473 -0.101
C 4.380 4.269 1.088 0.053 0.006 -0.056
C 2.900 3.805 -1.217 -0.226 -0.268 0.172
H -3.615 -1.609 2.526 0.071 0.087 0.099
H 1.228 -1.295 2.315 0.082 0.005 0.180
H -4.416 -3.551 -1.230 -0.005 -0.040 -0.081
H -1.490 5.116 0.620 -0.004 0.132 0.077



62
Properties=species:S:1:pos:R:3:forces:R:3 method="wB97M-V/def2-TZVPD" total_charge=-2 fmax_ev_per_a=1.18 homo_lumo_gap_ev="4.782 / 4.788"
C -0.028 -2.422 -0.433 0.243 0.152 -0.038
H 6.704 0.019 -0.618 0.003 -0.011 -0.014
C -1.461 -4.382 -0.904 -0.026 -0.110 -0.007
C 4.821 -4.064 -3.483 0.017 -0.072 -0.058
C 4.116 -3.059 -4.131 0.003 -0.035 -0.015
H 2.480 1.090 -3.656 -0.016 -0.057 0.037
C 1.779 0.039 -0.587 -1.057 -0.506 -0.118
O 1.251 -0.821 2.894 -0.570 0.028 -0.399
H 3.007 2.947 -5.163 0.022 0.015 0.000
N -1.594 -0.159 0.456 -0.248 -0.212 -0.225
N 0.246 -0.643 2.105 0.481 -0.074 0.205
C 7.000 -0.023 1.499 0.022 -0.005 0.017
H -4.107 -0.394 1.253 0.033 -0.006 -0.029
H 6.997 -0.100 3.646 -0.004 0.001 -0.005
C 5.209 -3.879 -2.165 0.013 0.007 0.023
C 3.339 1.715 -3.440 -0.015 0.083 0.002
H -1.922 0.296 4.419 -0.014 0.014 -0.026
Ge 3.599 -0.058 -1.126 -0.068 0.037 0.139
C 3.807 -1.884 -3.461 -0.005 0.008 -0.037
C 6.216 -0.005 0.353 0.037 0.031 -0.070
H 5.732 2.215 -1.116 -0.014 -0.017 0.005
C 5.426 3.427 -2.848 0.003 -0.003 0.034
C -3.445 -0.222 2.098 0.076 0.057 -0.045
H 3.144 -0.166 1.775 -0.080 0.027 -0.011
H -3.688 0.753 2.534 -0.002 -0.010 -0.013
H -2.465 -4.800 -0.949 0.015 0.018 0.002
H -1.476 -1.408 4.536 0.024 -0.019 -0.048
C 4.896 -2.696 -1.506 0.022 -0.018 0.031
H 1.780 -5.190 -1.381 -0.016 -0.012 -0.008
C 1.049 -3.278 -0.756 0.043 0.065 0.040
O -2.614 -0.061 -0.534 0.156 0.107 0.499
C 0.896 -4.604 -1.141 0.039 0.002 0.008
C 4.100 1.467 -2.295 0.033 -0.018 -0.070
H -0.215 -0.186 4.593 -0.022 0.010 -0.029
H 5.745 -4.661 -1.639 0.003 -0.010 -0.007
C -0.369 -5.175 -1.227 -0.014 -0.025 -0.006
H 2.057 -2.887 -0.706 0.008 0.040 0.006
C 3.622 2.780 -4.285 -0.004 -0.002 0.013
C 6.390 -0.079 2.746 0.070 -0.001 0.056
C 4.225 -0.096 1.685 0.054 -0.043 0.010
C -0.955 -0.460 2.648 0.131 -0.082 -0.455
H 8.083 -0.003 1.421 0.001 0.003 -0.001
H -2.070 -0.129 -1.329 0.100 -0.039 -0.006
H 6.238 4.102 -2.595 -0.009 0.008 -0.025
C 4.673 3.639 -3.993 0.020 0.073 -0.068
H 4.521 -0.190 3.801 -0.018 0.000 0.016
H -2.177 -2.489 -0.270 -0.042 0.006 -0.024
C -1.167 -0.438 4.123 0.011 0.009 0.187
H 5.051 -4.992 -3.997 -0.008 0.027 0.007
C 5.137 2.354 -2.012 0.069 0.008 -0.023
H 4.895 4.477 -4.646 -0.007 -0.019 0.010
H 3.234 -1.129 -3.986 -0.021 0.061 0.017
H -3.629 -0.977 2.864 -0.018 -0.006 0.001
C -1.284 -3.055 -0.520 -0.008 0.241 0.118
H -0.494 -6.211 -1.530 -0.022 0.005 0.000
H 3.787 -3.198 -5.156 0.012 -0.001 0.012
Co 0.337 -0.524 0.084 0.730 0.185 0.459
H 5.197 -2.581 -0.471 -0.007 0.029 0.025
C 4.193 -1.670 -2.137 -0.043 -0.016 -0.026
C 5.007 -0.122 2.834 -0.021 -0.003 0.027
C 4.823 -0.028 0.424 -0.005 -0.002 0.070
C -2.002 -0.269 1.679 -0.084 0.074 -0.165



89
Properties=species:S:1:pos:R:3:forces:R:3 method="wB97M-V/def2-TZVPD" e_above_lowest_ev=0.0000 s_squared=0.754 fmax_ev_per_a=2.71 spin_multiplicity=2 homo_lumo_gap_ev="8.023 / 7.917"
H -2.141 5.103 1.138 0.213 0.129 -0.133
C 5.110 -0.235 1.457 0.156 0.344 0.216
C 2.519 -2.999 1.790 -0.447 0.478 0.633
C -5.788 -2.871 -1.372 -0.044 0.603 0.357
C -0.323 -4.377 -3.022 0.732 -0.663 -0.970
H 4.658 0.796 -0.916 0.331 -0.145 0.317
C -2.685 -1.466 5.653 1.397 -0.486 0.507
C -4.069 7.747 0.893 0.965 1.088 -0.759
H -2.138 -2.284 6.096 -0.135 -0.022 0.070
H 3.881 -4.579 -0.003 -0.066 -0.046 0.151
C -5.920 -4.114 -2.045 0.471 0.347 0.023
H 3.130 0.728 -4.463 -0.107 -0.339 0.185
H 5.372 0.698 1.965 -0.289 -0.150 0.527
H -0.812 -3.200 -4.807 -0.291 0.062 0.068
H 2.245 2.091 -6.270 -0.140 -0.003 -0.011
N -2.301 6.833 -0.132 -0.656 -0.132 0.495
C -4.151 0.201 5.564 0.235 -0.563 -0.501
H -4.887 0.908 5.906 -0.168 -0.250 0.014
H 0.073 -4.703 -0.964 -0.030 -0.107 -0.177
H -1.488 -1.353 -2.905 0.200 0.110 0.133
H -4.060 6.264 2.574 -0.191 -0.251 -0.194
H -3.991 -1.601 -1.013 0.027 -0.039 -0.044
H 3.112 1.426 2.411 0.052 0.042 -0.245
C -0.645 -2.791 -1.492 0.041 -0.782 -0.172
C -1.024 -2.309 -2.716 0.107 1.076 -0.571
H 1.120 0.119 -2.753 -0.489 0.052 0.094
H -1.012 1.588 -3.724 -0.068 -0.016 -0.199
Cl -1.988 -0.593 0.989 -0.091 0.046 0.173
C -0.041 1.486 -4.188 -2.086 -0.645 1.024
H -3.560 0.816 3.537 -0.103 0.166 0.165
N 1.646 1.759 -5.536 0.257 -0.287 0.502
H -6.805 -4.723 -2.134 0.016 0.059 -0.141
Cl 2.441 3.905 1.209 0.110 0.404 -0.244
H 1.738 0.624 1.555 0.160 0.551 -0.373
H -6.529 -2.302 -0.832 -0.216 -0.129 -0.193
Cl 0.443 3.491 -0.796 0.111 0.130 -0.416
H -1.625 -1.053 3.801 -0.130 0.060 -0.094
C 1.623 4.641 -0.178 -0.641 0.302 0.726
H 4.615 -1.492 3.157 -0.287 -0.026 -0.169
Cl 0.776 6.139 0.359 0.467 -0.435 -0.212
H 4.949 -3.524 2.017 0.341 -0.519 -0.603
C -2.404 -0.793 4.497 -0.902 -0.882 0.106
H -4.778 8.552 1.017 -0.321 -0.400 0.619
H -1.573 6.669 -0.803 -0.064 -0.119 0.083
C -3.157 7.894 -0.131 -0.308 -0.029 -0.488
C -4.661 -4.411 -2.505 0.845 -0.554 0.369
H 5.892 -0.235 0.692 -0.368 -0.357 -0.461
C 0.320 2.054 -5.360 0.828 0.729 -0.290
N -3.695 -0.860 6.320 -0.140 0.370 -0.020
H 2.500 -3.914 -0.808 -0.149 0.595 0.068
C 3.691 -0.046 0.877 1.602 1.341 -0.423
N -3.774 -3.457 -2.070 -0.699 0.276 -0.283
Cl -2.537 1.029 -1.341 0.192 0.090 0.250
C -4.474 -2.469 -1.431 -0.085 -0.622 0.226
H 4.280 1.986 0.373 0.248 -0.170 0.070
H 6.257 -1.586 2.677 0.100 0.008 -0.155
H -0.180 2.766 -5.995 -0.114 -0.186 -0.044
H -3.076 8.640 -0.905 -0.106 0.070 0.096
H 5.682 -2.747 0.526 0.211 -0.103 0.204
C -3.691 6.586 1.614 -0.080 0.236 -0.311
N -0.185 -4.076 -1.705 -0.655 0.645 0.233
C 3.546 -2.621 0.738 -0.795 -0.434 -1.130
O 2.173 -1.096 -0.580 1.584 -0.846 1.295
H -3.944 -1.119 7.258 -0.239 0.206 -0.089
H 2.538 -0.200 2.753 0.546 -0.084 0.148
C -1.707 0.955 0.219 -0.076 0.652 0.262
N 3.219 -1.273 0.196 -1.080 1.212 -0.527
C -0.751 -3.276 -3.735 0.063 -0.626 1.679
C 3.950 1.083 -0.137 -0.946 0.018 -1.187
C 3.475 -3.646 -0.408 0.730 -0.651 0.202
H -0.731 -2.430 -0.481 0.074 0.274 -0.228
H 2.647 -2.365 2.669 0.109 -0.240 0.178
Cl -2.216 2.325 1.278 0.013 -0.648 -0.335
H -0.065 -5.366 -3.367 0.126 0.080 -0.080
H -0.638 1.092 0.091 -0.076 -0.155 -0.237
H 3.082 1.379 -0.731 -0.357 -0.146 0.360
H -2.773 -3.439 -2.216 -0.316 -0.027 -0.206
H 2.614 -4.045 2.080 0.058 0.013 0.010
C 5.250 -1.485 2.268 0.461 -0.268 -0.054
H 4.165 -3.418 -1.222 -0.217 0.381 -0.101
H 1.491 -2.805 1.482 0.069 -0.133 -0.401
C 0.995 0.709 -3.648 2.435 0.792 -0.887
H -4.242 -5.272 -3.001 -0.308 -0.061 -0.113
C 4.957 -2.672 1.335 -0.711 0.546 1.110
H 2.319 4.937 -0.954 0.068 -0.234 0.091
C 2.751 0.511 1.949 -1.071 -1.330 0.270
C -3.437 0.160 4.386 0.201 1.383 -0.094
C 2.081 0.978 -4.486 -0.484 -0.109 -0.308
C -2.651 6.025 0.916 0.392 -0.515 0.563